A structure of composition C14H10N10O2S2Sn, computed with ωB97M-V with the def2-TZVPD basis set.

For the lowest unoccupied orbital energy, the calculation gives 4.52 eV. The value obtained for the energy above the lowest of the compared OMol25 structures with the same formula, charge and spin is 0.4689 eV. The electronic energy is -61181.010 eV.

Structure (ORCA input):
```
! RIJCOSX wB97M-V def2-TZVPD def2/J DEFGRID3
* xyz -2 1
Sn -1.59 0.44 -0.03
S -4.09 -0.91 0.05
C -5.12 0.48 -0.01
C -6.53 0.32 -0.04
C -7.35 1.42 -0.07
C -6.79 2.69 -0.07
C -5.41 2.77 -0.05
N -4.60 1.72 -0.02
H -6.93 -0.69 -0.05
H -8.43 1.30 -0.09
H -7.40 3.58 -0.09
H -4.91 3.74 -0.07
N 0.89 -2.28 0.02
C 0.52 -1.74 1.23
N 1.11 -2.06 2.37
N 0.46 -1.33 3.30
N -0.47 -0.63 2.76
N -0.47 -0.87 1.43
C 0.34 -1.94 -1.19
N 0.78 -2.41 -2.35
N -0.03 -1.86 -3.27
N -0.91 -1.10 -2.71
N -0.71 -1.13 -1.37
H 1.76 -2.78 0.00
O 6.82 -1.63 -0.28
C 6.50 -0.45 0.33
O 7.37 0.11 0.96
C 5.13 0.02 0.17
C 4.29 -0.38 -0.88
C 3.02 0.13 -1.02
C 2.51 1.09 -0.11
S 0.97 1.83 -0.33
C 3.35 1.46 0.96
C 4.62 0.96 1.08
H 6.01 -2.02 -0.64
H 4.64 -1.08 -1.64
H 2.39 -0.18 -1.84
H 2.97 2.17 1.68
H 5.27 1.26 1.90
*
```


A cluster of 2 separate species, C5H7NO in total, computed with ωB97M-V with the def2-TZVPD basis set.

For the lowest unoccupied orbital energy, the calculation gives 0.92 eV. The SMILES is N=C=C1CO1.C=C. The value obtained for the energy above the lowest of the compared OMol25 structures with the same formula, charge and spin is 4.6738 eV. The electronic energy is -8831.529 eV.

Structure (ORCA input):
```
! RIJCOSX wB97M-V def2-TZVPD def2/J DEFGRID3
* xyz 0 1
N -0.28 1.89 -1.35
C 0.60 1.15 -0.88
C 1.48 0.37 -0.34
C 2.40 -0.11 0.64
O 2.20 -0.76 -0.64
H -1.21 1.51 -1.10
H 3.37 0.38 0.76
H 2.04 -0.67 1.50
C -2.23 -0.36 -0.08
C -1.15 -0.94 0.44
H -2.81 0.37 0.47
H -2.58 -0.61 -1.09
H -0.81 -0.70 1.44
H -0.56 -1.66 -0.11
*
```


A cluster of 7 separate species, C45H37F7O4 in total, computed with ωB97M-V with the def2-TZVPD basis set.

For the lowest unoccupied orbital energy, the calculation gives -1.45 eV. The SMILES is CC(=O)OCC1=CC(=O)C=C(F)C1=O.Fc1ccccc1.Fc1ccccc1.Fc1ccccc1.Fc1ccccc1.Fc1ccccc1.Fc1ccccc1. The electronic energy is -74475.647 eV.

Structure (ORCA input):
```
! RIJCOSX wB97M-V def2-TZVPD def2/J DEFGRID3
* xyz 0 1
C 4.08 1.07 -0.24
C 3.50 2.44 -0.40
O 3.84 3.24 -1.22
O 2.51 2.74 0.51
C 1.29 3.20 -0.05
C 0.25 2.14 -0.30
C -1.02 2.45 -0.57
C -1.99 1.36 -0.89
O -3.16 1.42 -0.56
C -1.43 0.17 -1.59
C -0.18 -0.14 -1.30
F 0.48 -1.16 -1.82
C 0.56 0.67 -0.26
O 1.25 0.14 0.57
H 4.03 0.76 0.81
H 3.47 0.36 -0.80
H 5.11 1.07 -0.60
H 0.88 3.97 0.61
H 1.50 3.69 -1.01
H -1.37 3.48 -0.59
H -2.04 -0.37 -2.30
F 4.69 -1.40 -1.86
C 4.66 -2.45 -2.70
C 3.60 -2.58 -3.57
C 3.58 -3.66 -4.44
C 4.61 -4.59 -4.42
C 5.66 -4.44 -3.54
C 5.70 -3.36 -2.67
H 2.81 -1.84 -3.57
H 2.76 -3.77 -5.14
H 4.58 -5.43 -5.10
H 6.46 -5.17 -3.52
H 6.51 -3.22 -1.97
F -4.95 -1.88 -1.62
C -5.44 -1.91 -0.36
C -6.43 -2.82 -0.05
C -6.92 -2.84 1.25
C -6.42 -1.96 2.21
C -5.43 -1.05 1.86
C -4.93 -1.02 0.56
H -6.80 -3.49 -0.81
H -7.68 -3.55 1.52
H -6.79 -1.99 3.22
H -5.04 -0.37 2.60
H -4.16 -0.32 0.27
F -4.39 -1.58 4.95
C -3.45 -2.55 4.83
C -3.07 -3.25 5.95
C -2.11 -4.24 5.82
C -1.55 -4.51 4.58
C -1.95 -3.79 3.47
C -2.91 -2.79 3.58
H -3.52 -3.01 6.91
H -1.79 -4.79 6.69
H -0.79 -5.28 4.48
H -1.51 -3.99 2.50
H -3.24 -2.22 2.72
F 2.61 0.75 -5.09
C 3.12 1.96 -5.42
C 3.88 2.63 -4.49
C 4.40 3.88 -4.82
C 4.15 4.42 -6.07
C 3.38 3.72 -7.00
C 2.86 2.48 -6.68
H 4.06 2.20 -3.51
H 5.00 4.41 -4.10
H 4.56 5.39 -6.33
H 3.19 4.15 -7.97
H 2.26 1.91 -7.38
F -4.61 8.45 0.11
C -4.57 7.11 -0.03
C -5.12 6.32 0.95
C -5.07 4.94 0.79
C -4.47 4.38 -0.33
C -3.92 5.21 -1.30
C -3.97 6.59 -1.16
H -5.57 6.78 1.82
H -5.49 4.30 1.55
H -4.42 3.30 -0.44
H -3.46 4.78 -2.18
H -3.56 7.25 -1.91
F 1.48 -5.04 4.99
C 2.19 -3.89 4.89
C 3.13 -3.60 5.86
C 3.84 -2.41 5.75
C 3.61 -1.55 4.69
C 2.65 -1.87 3.73
C 1.94 -3.05 3.83
H 3.28 -4.28 6.68
H 4.58 -2.16 6.50
H 4.17 -0.63 4.61
H 2.46 -1.20 2.90
H 1.19 -3.32 3.09
*
```


Computed F_max, in the same sequence as the records: 0.5; 0.6; 0.8 eV/A.